Entry 1:
Molecular formula: C9H17N3O5
Method: DFT, the ωB97M-V functional and the def2-TZVPD basis

Output
E_tot: -893.61274 Ha
HOMO-LUMO gap: 10.02 eV
SMILES: C[C@@H](O)[C@H](N)C(=O)N[C@@H](CCC(N)=O)C(=O)O
Energy above the lowest of the compared OMol25 structures with the same formula, charge and spin: 1.978 eV
HOMO level: -0.361 Ha

Last column: natural (NBO) charge in e.
Atoms and positions in Å:
C1 1.199 2.095 -0.482  -0.652
C2 -0.181 2.711 -0.004  0.133
O1 -1.089 2.765 -1.060  -0.728
C3 -0.796 1.938 1.261  -0.164
N1 0.096 2.062 2.445  -0.860
C4 -1.006 0.463 0.879  0.694
O2 -1.930 0.105 0.163  -0.662
N2 -0.049 -0.351 1.380  -0.612
C5 -0.107 -1.674 0.854  -0.193
C6 0.925 -1.861 -0.326  -0.389
C7 0.460 -1.966 -1.789  -0.516
C8 0.306 -0.716 -2.591  0.677
N3 -0.865 0.085 -2.354  -0.898
O3 1.132 -0.323 -3.429  -0.563
C9 0.233 -2.768 1.821  0.791
O4 1.221 -2.609 2.491  -0.562
O5 -0.562 -3.882 1.947  -0.666
H1 1.920 2.001 0.368  0.223
H2 1.591 2.918 -1.078  0.225
H3 0.969 1.142 -0.984  0.205
H4 0.021 3.675 0.256  0.166
H5 -0.976 1.916 -1.575  0.490
H6 -1.795 2.371 1.389  0.205
H7 -0.362 1.505 3.174  0.359
H8 0.286 3.001 2.777  0.384
H9 0.480 -0.169 2.212  0.447
H10 -1.046 -1.757 0.367  0.236
H11 1.635 -0.989 -0.311  0.234
H12 1.566 -2.682 -0.231  0.225
H13 1.160 -2.726 -2.193  0.252
H14 -0.496 -2.516 -1.764  0.212
H15 -1.416 -0.179 -1.612  0.404
H16 -1.417 0.418 -3.178  0.415
H17 -1.106 -4.002 1.176  0.487

***

Entry 2:
Molecular formula: C9H17N4O2
Method: DFT, the ωB97M-V functional and the def2-TZVPD basis

Output
E_tot: -722.36105 Ha
HOMO-LUMO gap: 10.21 eV
SMILES: CC1(C)C[C@@]2(C)N(CC(O)=[N+]2N)C(=O)N1
Total charge: +1
Energy above the lowest of the compared OMol25 structures with the same formula, charge and spin: 0.000 eV
HOMO level: -0.486 Ha

Last column: natural (NBO) charge in e.
Atoms and positions in Å:
C1 -2.519 -1.157 0.602  -0.604
C2 -1.870 0.263 0.328  0.163
C3 -2.653 1.354 0.924  -0.635
C4 -0.397 0.459 0.895  -0.462
C5 0.579 -0.452 0.112  0.398
C6 0.959 -1.715 0.785  -0.665
N1 0.367 -0.423 -1.279  -0.493
C7 1.675 -0.480 -2.007  -0.310
C8 2.557 0.179 -1.065  0.678
O1 3.781 0.466 -1.452  -0.607
N2 2.071 0.370 0.135  -0.234
N3 2.590 1.064 1.282  -0.634
C9 -0.715 0.224 -1.912  0.797
O2 -0.602 0.465 -3.081  -0.604
N4 -1.762 0.490 -1.131  -0.634
H1 -3.571 -1.074 0.457  0.232
H2 -2.289 -1.422 1.563  0.213
H3 -1.997 -1.790 -0.032  0.206
H4 -3.713 1.353 0.750  0.232
H5 -2.323 2.326 0.689  0.227
H6 -2.497 1.441 1.943  0.224
H7 -0.205 1.456 0.928  0.227
H8 -0.341 0.372 2.025  0.244
H9 -0.048 -2.305 0.775  0.250
H10 1.243 -1.664 1.798  0.238
H11 1.675 -2.321 0.238  0.238
H12 1.621 0.158 -2.829  0.297
H13 2.061 -1.449 -2.458  0.276
H14 4.345 1.038 -0.905  0.537
H15 2.701 0.454 2.093  0.394
H16 1.924 1.818 1.458  0.385
H17 -2.648 0.502 -1.627  0.425

***

Entry 3:
Molecular formula: C9H17NO3Si
Method: DFT, the ωB97M-V functional and the def2-TZVPD basis

Output
E_tot: -923.07190 Ha
HOMO-LUMO gap: 8.60 eV
Energy above the lowest of the compared OMol25 structures with the same formula, charge and spin: 2.379 eV
HOMO level: -0.290 Ha

Last column: natural (NBO) charge in e.
Atoms and positions in Å:
C1 4.054 0.105 0.247  -0.302
C2 3.001 0.880 0.869  -0.386
C3 3.422 -0.965 -0.327  -0.091
C4 1.779 0.220 0.657  0.181
C5 -0.296 2.043 1.643  -0.680
C6 -1.027 -2.871 0.623  -0.248
C7 -0.211 0.526 -2.524  -0.241
C8 -3.811 0.881 -0.576  -0.244
C9 -0.298 0.602 1.271  -0.602
N1 2.068 -0.911 -0.049  -0.583
O1 -0.786 -1.780 -0.268  -0.914
O2 -1.235 0.384 -1.580  -0.922
O3 -2.947 -0.020 0.037  -0.928
Si1 -1.385 -0.264 -0.102  2.332
H1 5.113 0.174 0.203  0.221
H2 3.333 1.621 1.534  0.219
H3 3.879 -1.764 -0.889  0.205
H4 0.636 2.251 2.239  0.228
H5 -0.232 2.818 0.840  0.229
H6 -1.129 2.421 2.401  0.223
H7 -0.650 -3.797 0.264  0.192
H8 -2.060 -2.937 0.935  0.184
H9 -0.469 -2.735 1.524  0.171
H10 -0.703 0.870 -3.462  0.180
H11 0.409 -0.405 -2.734  0.169
H12 0.634 1.158 -2.309  0.184
H13 -3.981 1.803 0.064  0.184
H14 -4.736 0.306 -0.774  0.181
H15 -3.399 1.050 -1.654  0.199
H16 -0.283 -0.125 2.134  0.224
H17 1.310 -1.538 -0.236  0.432

***

Entry 4:
Molecular formula: C9H17OP
Method: DFT, the ωB97M-V functional and the def2-TZVPD basis

Output
E_tot: -769.44811 Ha
HOMO-LUMO gap (spin up / spin down): 7.18 / 7.18 eV
Energy above the lowest of the compared OMol25 structures with the same formula, charge and spin: 4.468 eV
HOMO level (spin up / spin down): -0.268 / -0.268 Ha

Last column: natural (NBO) charge in e.
Atoms and positions in Å:
C1 1.357 1.600 1.291  0.588
C2 1.234 0.326 1.384  -0.391
C3 2.577 3.961 1.272  -0.518
C4 -1.076 -3.066 -0.012  -0.606
C5 -2.786 -1.577 -1.218  -0.615
C6 -1.074 0.855 -0.853  -0.629
C7 0.733 -0.560 0.192  -0.402
C8 -1.356 -1.702 -0.758  -0.211
C9 -0.838 -0.418 -0.072  -0.199
O1 1.507 2.857 1.407  -0.386
P1 4.137 3.520 0.592  0.312
H1 1.372 -0.082 2.362  0.259
H2 2.126 4.837 0.902  0.190
H3 -1.658 -3.720 -0.699  0.217
H4 -1.521 -3.018 1.056  0.201
H5 -0.075 -3.381 0.045  0.206
H6 -2.976 -0.608 -1.638  0.212
H7 -3.445 -1.648 -0.457  0.200
H8 -3.221 -2.250 -1.981  0.215
H9 -0.503 0.690 -1.865  0.213
H10 -2.164 1.172 -0.975  0.224
H11 -0.702 1.601 -0.171  0.217
H12 1.221 -0.420 -0.772  0.222
H13 1.026 -1.652 0.504  0.226
H14 -0.795 -1.839 -1.770  0.187
H15 -1.291 -0.350 1.037  0.198
H16 3.798 2.490 -0.244  -0.078
H17 4.393 2.382 1.441  -0.052

***

Entry 5:
Molecular formula: C9H18AlO17S2
Method: DFT, the ωB97M-V functional and the def2-TZVPD basis

Output
E_tot: -2671.45254 Ha
HOMO-LUMO gap: 2.41 eV
Total charge: -1
Energy above the lowest of the compared OMol25 structures with the same formula, charge and spin: 2.445 eV
HOMO level: -0.189 Ha

Last column: natural (NBO) charge in e.
Atoms and positions in Å:
Al1 -0.885 0.394 1.344  1.089
S1 0.614 -1.343 4.117  2.605
O1 1.033 -0.033 3.793  -1.020
O2 0.163 -1.407 5.465  -0.841
O3 -0.478 -1.742 3.239  -0.966
O4 1.690 -2.298 4.134  -0.876
S2 -2.754 2.321 -0.742  2.527
O5 -1.293 2.503 -0.747  -0.863
O6 -3.553 3.179 -1.628  -0.976
O7 -2.936 0.894 -0.948  -0.910
O8 -3.053 2.592 0.690  -0.825
C1 3.266 1.216 3.103  -0.255
O9 3.481 2.380 2.182  -0.504
C2 2.532 2.643 1.323  1.005
O10 1.597 1.914 1.005  -0.671
O11 2.770 3.909 0.870  -0.512
C3 1.919 4.557 -0.040  -0.259
H1 2.929 0.324 2.574  0.222
H2 2.466 1.594 3.740  0.219
H3 4.132 0.953 3.710  0.195
H4 2.171 4.293 -1.067  0.177
H5 2.015 5.636 0.086  0.187
H6 0.853 4.469 0.170  0.214
C4 0.894 -2.423 -2.546  -0.248
O12 0.714 -1.130 -3.252  -0.538
C5 0.427 0.095 -2.619  1.016
O13 0.127 0.139 -1.395  -0.642
O14 0.692 1.140 -3.468  -0.501
C6 0.648 2.469 -2.967  -0.275
H7 -0.043 -2.971 -2.642  0.186
H8 1.255 -2.491 -1.520  0.209
H9 1.549 -3.049 -3.153  0.190
H10 1.228 2.446 -2.044  0.196
H11 -0.367 2.752 -2.688  0.232
H12 0.936 3.302 -3.608  0.194
C7 -0.842 -4.082 1.340  -0.267
O15 -1.698 -4.190 0.248  -0.493
C8 -2.230 -3.098 -0.274  1.001
O16 -1.979 -1.940 0.033  -0.643
O17 -3.008 -3.586 -1.258  -0.501
C9 -3.647 -2.722 -2.179  -0.269
H13 -0.349 -5.029 1.558  0.188
H14 -1.387 -3.773 2.232  0.215
H15 0.019 -3.427 1.207  0.198
H16 -4.186 -1.887 -1.732  0.213
H17 -4.470 -3.180 -2.729  0.190
H18 -2.961 -2.309 -2.918  0.187

***

Entry 6:
Molecular formula: C9H18AuBF4N6O2
Method: DFT, the ωB97M-V functional and the def2-TZVPD basis

Output
E_tot: -1393.03351 Ha
HOMO-LUMO gap: 7.95 eV
Energy above the lowest of the compared OMol25 structures with the same formula, charge and spin: 1.473 eV
HOMO level: -0.303 Ha

Last column: natural (NBO) charge in e.
Atoms and positions in Å:
Au1 -2.421 0.889 0.125  0.774
N1 -0.705 1.977 1.200  -0.863
C1 0.541 1.578 0.538  -0.178
C2 1.797 2.321 1.064  -0.430
C3 2.866 1.410 1.692  -0.400
C4 3.814 0.777 0.667  -0.213
N2 3.081 0.092 -0.378  -0.596
C5 2.756 -1.168 -0.421  0.667
N3 1.885 -1.565 -1.368  -0.790
N4 3.231 -2.095 0.441  -0.795
C6 0.361 1.733 -1.009  0.783
O1 1.380 1.439 -1.724  -0.785
O2 -0.740 2.071 -1.434  -0.689
H1 -0.916 2.952 1.017  0.398
H2 -0.692 1.818 2.199  0.395
H3 0.653 0.507 0.727  0.202
H4 1.466 3.026 1.827  0.220
H5 2.244 2.911 0.260  0.225
H6 2.374 0.619 2.266  0.200
H7 3.475 1.992 2.386  0.220
H8 4.523 0.115 1.170  0.185
H9 4.391 1.566 0.183  0.217
H10 2.430 0.751 -1.021  0.462
H11 1.417 -0.848 -1.909  0.445
H12 1.506 -2.493 -1.372  0.406
H13 4.004 -1.864 1.037  0.410
H14 3.086 -3.069 0.243  0.408
N5 -3.363 -1.804 -1.142  -0.310
C7 -3.103 -2.684 -2.119  -0.035
C8 -2.344 -2.023 -3.067  -0.360
C9 -2.188 -0.724 -2.560  -0.039
N6 -2.824 -0.615 -1.401  -0.360
H15 -3.856 -1.916 -0.259  0.470
H16 -3.471 -3.695 -2.090  0.227
H17 -1.968 -2.416 -3.995  0.232
H18 -1.672 0.132 -2.966  0.245
F1 -5.982 -0.247 1.992  -0.556
B1 -4.629 -0.343 2.263  1.364
F2 -4.376 -0.788 3.550  -0.558
F3 -3.998 0.942 2.071  -0.593
F4 -4.030 -1.260 1.316  -0.604